15
Properties=species:S:1:pos:R:3:nbo_charge:R:1 method="wB97M-V/def2-TZVPD" smiles="CCNC=O.O" relative_energy_kcal_mol=45.8 total_energy_ha=-324.899657 fmax_ev_per_a=5.1 homo_lumo_gap_ev=10.235 homo_ev=-9.5 charge=0
C 2.71584 -0.12197 0.94847 -0.598
C 1.36032 -0.77761 0.52629 -0.225
N 0.87849 -0.02934 -0.64699 -0.647
C -0.09662 0.99441 -0.66553 0.527
O -0.37377 1.49042 -1.73865 -0.583
H 3.05650 -0.49796 1.80011 0.197
H 2.64486 1.02891 1.10248 0.206
H 3.45265 -0.24202 0.11710 0.200
H 1.43088 -1.93887 0.34328 0.207
H 0.70573 -0.51986 1.39760 0.197
H 1.40198 -0.27186 -1.49115 0.397
H -0.30070 1.34888 0.36684 0.121
O -5.49393 0.07925 -0.99603 -0.950
H -6.47583 -0.04070 -0.68448 0.475
H -4.90639 -0.50169 -0.37934 0.475